[1]
CH23NO10 | ωB97M-V/def2-TZVPD

Results
* SMILES: NCO.O.O.O.O.O.O.O.O.O
* energy above the lowest of the compared OMol25 structures with the same formula, charge and spin: 33.38 kcal per mole
* gap between HOMO and LUMO: 9.650 eV

Last column: Löwdin charge in e.
Geometry (Å):
N -2.750 -2.891 -1.000  0.01
C -1.815 -2.215 -1.933  -0.32
O -1.006 -1.285 -1.246  -0.09
H -2.016 -3.310 -0.359  0.10
H -3.503 -2.321 -0.696  0.04
H -1.151 -3.031 -2.346  0.13
H -2.404 -1.647 -2.682  0.12
H -0.160 -1.581 -0.991  0.01
O 2.578 0.237 1.364  0.06
H 1.941 0.823 1.171  -0.05
H 3.329 0.723 1.198  0.05
O 1.101 2.437 -0.014  -0.14
H 0.600 2.175 0.770  -0.04
H 1.381 3.360 0.480  0.16
O -0.573 -0.916 2.951  -0.03
H 0.272 -1.294 2.802  0.01
H -1.312 -1.330 2.501  0.04
O 0.094 1.959 2.311  -0.03
H -0.717 2.339 2.658  0.08
H 0.330 1.137 2.755  0.04
O 2.069 1.106 -1.953  -0.05
H 1.154 1.176 -1.840  0.00
H 2.354 1.714 -1.235  0.04
O 2.753 -1.610 -1.932  -0.15
H 2.591 -1.791 -2.936  0.09
H 2.263 -0.731 -1.762  0.01
O 1.475 -1.691 0.476  -0.09
H 1.649 -0.774 0.662  -0.05
H 2.326 -2.084 0.170  0.06
O -1.411 3.695 0.180  -0.07
H -1.643 3.635 -0.817  0.10
H -2.284 3.505 0.441  0.00
O -2.820 0.296 0.494  -0.11
H -2.492 -0.651 0.431  0.02
H -2.205 0.835 -0.072  0.04

[2]
C6H12N2P | ωB97M-V/def2-TZVPD

Results
* charge: +1
* energy above the lowest of the compared OMol25 structures with the same formula, charge and spin: 141.52 kcal per mole
* gap between HOMO and LUMO (alpha / beta): 8.654 / 4.522 eV

Last column: Löwdin charge in e.
Geometry (Å):
C 1.703 0.660 -0.348  -0.41
C -0.570 0.183 -0.031  0.02
C 2.809 1.509 -0.789  0.02
C -4.284 -1.673 -0.233  0.09
C 0.027 2.492 0.255  0.02
C 0.331 -2.675 0.865  -0.17
N 1.752 -0.601 -0.306  -0.07
N 0.404 1.098 0.024  -0.14
P 0.311 -1.297 -0.342  0.97
H 3.681 1.334 -0.197  0.09
H 2.515 2.543 -0.614  0.08
H 3.048 1.442 -1.908  0.14
H -3.219 -1.690 -0.337  -0.07
H -4.883 -2.394 0.308  -0.01
H -4.698 -0.681 -0.498  0.00
H -1.000 2.624 0.084  0.09
H 0.477 3.150 -0.417  0.08
H 0.391 2.704 1.239  0.11
H 0.191 -2.249 1.884  0.08
H 1.284 -2.924 0.655  -0.01
H -0.271 -3.554 0.705  0.06

[3]
C24H37BrF3N5O4PdSSi | ωB97M-V/def2-TZVPD

Results
* energy above the lowest of the compared OMol25 structures with the same formula, charge and spin: 53.76 kcal per mole
* gap between HOMO and LUMO (alpha / beta): 7.616 / 7.616 eV

Last column: Löwdin charge in e.
Geometry (Å):
Pd -0.333 -0.273 0.167  0.57
F -1.523 0.455 4.788  0.11
C -1.829 -0.707 4.189  -0.64
F -2.941 -1.176 4.749  0.14
F -0.839 -1.571 4.455  0.12
S -2.014 -0.454 2.336  0.46
O -1.304 0.796 2.141  -0.37
O -3.438 -0.364 2.151  -0.29
O -1.384 -1.642 1.779  -0.36
C 2.642 -2.274 -0.582  -0.18
Si 1.706 -0.658 -0.991  0.76
C 2.988 0.789 -0.671  -0.62
C 2.231 2.100 -0.417  -0.12
C 3.918 0.971 -1.874  -0.10
C 3.861 0.477 0.550  -0.10
C 1.204 -0.870 -2.864  -0.63
C 2.370 -1.308 -3.757  -0.10
C 0.138 -1.973 -2.932  -0.11
C 0.630 0.446 -3.405  -0.11
H 3.402 -2.446 -1.347  0.03
H 1.965 -3.131 -0.581  0.04
H 3.141 -2.232 0.385  0.01
H 1.646 2.391 -1.292  0.07
H 2.937 2.908 -0.192  0.09
H 1.545 1.990 0.427  0.05
H 3.365 1.258 -2.769  0.06
H 4.479 0.058 -2.085  0.08
H 4.639 1.766 -1.657  0.09
H 3.264 0.294 1.439  0.05
H 4.521 1.326 0.757  0.09
H 4.492 -0.395 0.369  0.08
H 2.775 -2.270 -3.439  0.07
H 3.183 -0.582 -3.773  0.05
H 2.008 -1.425 -4.784  0.09
H 0.589 -2.955 -2.766  0.08
H -0.332 -1.983 -3.921  0.09
H -0.638 -1.833 -2.184  0.03
H 1.407 1.210 -3.494  0.06
H -0.144 0.837 -2.746  0.02
H 0.200 0.289 -4.400  0.09
Br 2.705 -3.997 3.813  0.77
C 2.232 -2.184 3.573  -0.66
C 2.555 -1.231 4.521  -0.09
C 2.154 0.076 4.293  -0.04
C 1.477 0.372 3.122  -0.15
N 1.208 -0.546 2.200  0.03
C 1.558 -1.810 2.422  -0.21
H 3.097 -1.505 5.416  0.11
H 2.371 0.851 5.014  0.11
H 1.138 1.377 2.905  0.11
H 1.285 -2.533 1.667  0.09
N -5.637 -2.794 0.850  0.19
C -5.682 -2.802 -0.500  -0.51
O -6.447 -3.493 -1.149  0.05
C -4.706 -1.858 -1.152  -0.11
C -5.111 -1.098 -2.237  0.00
C -4.210 -0.211 -2.800  -0.04
C -2.944 -0.112 -2.253  -0.15
N -2.523 -0.867 -1.238  0.04
C -3.389 -1.734 -0.709  -0.08
H -6.261 -3.404 1.348  0.11
H -5.033 -2.169 1.365  0.09
H -6.111 -1.225 -2.632  0.12
H -4.482 0.398 -3.651  0.11
H -2.228 0.596 -2.649  0.08
H -3.009 -2.400 0.050  0.11
C -0.483 5.142 -0.285  -0.03
N -0.878 3.963 0.469  -0.18
C -0.985 4.079 1.918  -0.02
C -0.957 2.801 -0.133  -0.27
N -1.040 1.811 -0.734  0.16
H -1.169 5.961 -0.066  0.09
H -0.513 4.923 -1.350  0.10
H 0.532 5.453 -0.022  0.09
H -1.742 4.823 2.171  0.09
H -0.029 4.392 2.347  0.09
H -1.269 3.117 2.334  0.07

[4]
C33H64O25S7 | ωB97M-V/def2-TZVPD

Results
* charge: +1
* gap between HOMO and LUMO (alpha / beta): 5.954 / 3.843 eV
* multiplicity: 2

Last column: Löwdin spin population.
Geometry (Å):
O 13.065 6.817 -26.954  0.00
S 13.012 5.904 -25.809  0.00
O 11.925 4.964 -25.641  0.00
O 14.394 5.002 -25.890  0.00
C 15.671 5.630 -26.222  0.00
C 16.667 5.228 -25.087  0.00
C 13.243 6.838 -24.166  0.00
H 15.489 6.699 -26.341  0.00
H 16.028 5.184 -27.150  0.00
H 17.669 5.596 -25.307  0.00
H 16.739 4.141 -25.052  0.00
H 16.310 5.618 -24.134  0.00
H 13.577 6.041 -23.501  0.00
H 12.277 7.189 -23.806  0.00
H 14.054 7.564 -24.215  0.00
O 14.049 -1.453 -32.824  0.00
S 15.344 -2.148 -32.915  0.00
O 15.389 -3.553 -33.198  0.00
O 16.332 -1.407 -34.009  0.00
C 16.532 0.036 -33.931  0.00
C 17.965 0.292 -33.756  0.00
C 16.246 -1.825 -31.406  0.00
H 15.949 0.602 -33.205  0.00
H 16.176 0.379 -34.903  0.00
H 18.400 1.281 -33.899  0.00
H 18.538 -0.346 -34.429  0.00
H 18.309 0.004 -32.763  0.00
H 15.607 -2.226 -30.619  0.00
H 16.390 -0.768 -31.186  0.00
H 17.227 -2.296 -31.467  0.00
O 14.571 -6.589 -26.956  0.00
S 15.878 -5.949 -26.866  0.00
O 16.027 -4.881 -25.898  0.00
O 17.133 -7.071 -26.464  0.00
C 17.063 -8.312 -27.154  0.00
C 18.365 -9.025 -26.751  0.00
C 16.599 -5.376 -28.486  0.00
H 17.043 -8.104 -28.224  0.00
H 16.162 -8.836 -26.834  0.00
H 19.217 -8.528 -27.215  0.00
H 18.289 -10.070 -27.051  0.00
H 18.398 -9.168 -25.671  0.00
H 16.456 -6.128 -29.262  0.00
H 17.653 -5.116 -28.383  0.00
H 16.167 -4.379 -28.578  0.00
O 15.862 3.309 -32.415  0.00
S 15.168 3.077 -31.075  0.00
O 14.115 2.052 -30.855  0.00
O 16.440 2.742 -30.017  0.00
C 17.601 2.211 -30.631  0.00
C 18.418 3.372 -31.151  0.00
C 14.623 4.722 -30.285  0.00
H 17.399 1.540 -31.466  0.00
H 18.257 1.624 -29.989  0.00
H 18.443 4.213 -30.458  0.00
H 18.093 3.731 -32.127  0.00
H 19.459 3.051 -31.166  0.00
H 15.380 5.495 -30.417  0.00
H 14.515 4.537 -29.216  0.00
H 13.637 4.958 -30.686  0.00
O 13.643 3.447 -21.745  0.00
S 12.247 3.741 -21.382  0.00
O 11.811 3.661 -19.992  0.00
O 11.888 5.299 -21.848  0.00
C 10.574 5.778 -21.901  0.00
C 10.604 7.192 -21.409  0.00
C 11.159 2.824 -22.535  0.00
H 9.869 5.198 -21.307  0.00
H 10.198 5.863 -22.921  0.00
H 11.575 7.644 -21.610  0.00
H 10.670 7.121 -20.323  0.00
H 9.801 7.852 -21.738  0.00
H 10.347 2.604 -21.842  0.00
H 11.659 1.866 -22.680  0.00
H 11.005 3.478 -23.393  0.00
O 23.095 0.432 -28.395  0.00
S 21.719 0.234 -27.922  0.00
O 20.763 1.322 -27.971  0.00
O 21.143 -1.097 -28.722  0.00
C 19.825 -1.503 -28.618  0.00
C 19.833 -2.847 -29.292  0.00
C 21.727 -0.426 -26.176  0.00
H 19.152 -0.770 -29.063  0.00
H 19.569 -1.501 -27.559  0.00
H 20.479 -3.590 -28.824  0.00
H 20.319 -2.771 -30.264  0.00
H 18.877 -3.347 -29.450  0.00
H 22.035 0.318 -25.442  0.00
H 22.399 -1.282 -26.107  0.00
H 20.685 -0.680 -25.983  0.00
O 12.599 -3.777 -23.868  0.00
S 12.649 -5.254 -23.714  0.00
O 12.443 -6.094 -24.894  0.00
O 14.143 -5.658 -23.052  0.00
C 14.759 -4.806 -22.044  0.00
C 15.606 -3.748 -22.752  0.00
C 11.486 -5.691 -22.372  0.00
H 15.437 -5.459 -21.495  0.00
H 14.039 -4.303 -21.399  0.00
H 15.016 -3.450 -23.618  0.00
H 16.429 -4.284 -23.225  0.00
H 15.888 -2.898 -22.130  0.00
H 10.467 -5.462 -22.684  0.00
H 11.820 -5.143 -21.491  0.00
H 11.619 -6.771 -22.297  0.00
C 13.700 0.171 -21.310  0.00
C 12.847 -0.855 -21.449  0.00
C 12.804 -2.008 -20.548  0.00
O 11.890 -2.815 -20.595  0.00
C 13.903 -2.021 -19.631  0.00
C 14.786 -0.983 -19.509  0.00
C 14.770 0.163 -20.348  0.00
O 15.690 1.055 -20.266  0.00
H 13.726 0.908 -22.099  0.00
H 12.005 -0.726 -22.113  0.00
H 14.089 -2.946 -19.106  0.00
H 15.615 -1.143 -18.836  0.00
C 14.414 1.315 -26.540  0.10
C 15.293 0.735 -27.375  0.00
C 15.695 -0.662 -27.249  0.01
O 16.426 -1.264 -28.030  -0.02
C 15.149 -1.374 -26.054  0.00
C 14.343 -0.798 -25.163  0.10
C 13.832 0.603 -25.388  0.14
O 13.145 1.181 -24.607  0.63
H 14.330 2.391 -26.562  0.00
H 15.741 1.397 -28.102  0.01
H 15.488 -2.369 -25.805  0.01
H 13.879 -1.260 -24.304  0.01